No. 1
ORCA calculation (ωB97M-V with the def2-TZVPD basis set) on a molecular structure, C30H44F4N2O13S.

Geometry (Å):
C 0.479 0.066 1.973
C 1.614 -0.801 1.508
O 2.407 -1.248 2.279
O 1.738 -1.085 0.181
C 1.836 0.065 -0.655
C 1.584 -0.285 -2.116
C 0.490 -1.344 -2.370
C -0.768 -1.242 -1.492
C -2.112 -1.312 -2.278
C -2.895 -0.018 -2.253
C -2.102 1.165 -2.389
C -2.612 2.425 -2.410
C -1.709 3.632 -2.523
C -1.487 4.111 -3.974
C -1.057 3.049 -4.961
O -1.530 3.028 -6.054
O -0.146 2.096 -4.651
C -4.026 2.585 -2.324
N -4.700 3.725 -2.366
S -6.263 3.300 -2.246
N -6.113 1.726 -2.121
C -4.817 1.402 -2.182
C -4.268 0.079 -2.124
C -5.084 -1.201 -1.938
F -4.591 -1.861 -0.849
F -4.924 -1.978 -3.037
C -6.587 -1.107 -1.659
F -7.291 -0.660 -2.709
F -6.802 -0.375 -0.544
H 0.170 -0.232 2.964
H -0.348 0.057 1.268
H 0.859 1.088 1.993
H 1.152 0.864 -0.356
H 2.841 0.478 -0.551
H 2.513 -0.698 -2.509
H 1.365 0.615 -2.687
H 0.941 -2.322 -2.223
H 0.251 -1.301 -3.433
H -0.763 -0.378 -0.834
H -0.767 -2.112 -0.838
H -1.835 -1.469 -3.324
H -2.676 -2.183 -1.991
H -1.033 1.051 -2.463
H -0.780 3.451 -1.983
H -2.211 4.445 -1.999
H -2.439 4.476 -4.338
H -0.735 4.900 -3.949
H 0.413 2.359 -3.908
H -6.938 -2.118 -1.429
C -3.119 -3.291 6.754
C -1.843 -2.616 6.297
O -1.619 -2.780 4.888
C -2.390 -2.045 4.091
O -3.226 -1.252 4.436
O -2.068 -2.333 2.827
C -2.875 -1.675 1.848
H -3.114 -4.345 6.472
H -3.223 -3.212 7.836
H -3.993 -2.835 6.293
H -0.987 -3.081 6.782
H -1.832 -1.557 6.556
H -2.867 -0.596 1.992
H -3.896 -2.051 1.888
H -2.450 -1.908 0.876
C 4.290 4.669 -4.974
C 2.855 4.592 -4.499
O 2.753 4.619 -3.065
C 2.973 5.802 -2.489
O 3.224 6.832 -3.056
O 2.864 5.644 -1.170
C 3.161 6.821 -0.411
H 4.885 3.876 -4.518
H 4.336 4.573 -6.058
H 4.744 5.618 -4.694
H 2.416 3.643 -4.806
H 2.249 5.386 -4.936
H 2.549 7.659 -0.736
H 4.217 7.069 -0.501
H 2.934 6.590 0.625
C 3.869 -3.860 2.497
C 3.110 -4.584 3.586
O 3.817 -5.738 4.082
C 4.854 -5.486 4.871
O 5.240 -4.402 5.227
O 5.409 -6.654 5.214
C 6.594 -6.529 5.999
H 4.121 -4.550 1.687
H 3.266 -3.036 2.103
H 4.804 -3.447 2.873
H 2.176 -4.972 3.185
H 2.861 -3.918 4.413
H 6.413 -5.930 6.889
H 7.394 -6.088 5.406
H 6.880 -7.534 6.296

Max |F| in eV/Å: 1.62
Charge: 0

Atomic partial charges in e from the Mulliken method, atoms 1 to 5:
1 C -0.877
2 C 0.884
3 O -0.678
4 O -0.267
5 C -0.542



No. 2
ORCA calculation (ωB97M-V with the def2-TZVPD basis set) on a molecular structure, C30H44N10S3TeY.

Geometry (Å):
Y -0.083 0.501 -1.199
C 2.418 -1.990 -1.914
N 1.063 -2.027 -2.493
C 0.280 -3.124 -1.926
C -1.219 -2.863 -1.966
N -1.713 -2.000 -0.885
C -1.385 -2.537 0.443
C -3.159 -1.878 -1.021
C -3.959 -2.981 -0.737
C -5.339 -2.921 -0.813
C -5.935 -1.723 -1.195
C -5.152 -0.629 -1.493
C -3.744 -0.664 -1.418
S -2.874 0.772 -1.823
C 1.172 -2.144 -3.937
C 1.726 -3.292 -4.494
C 1.877 -3.439 -5.862
C 1.456 -2.412 -6.699
C 0.920 -1.262 -6.160
C 0.776 -1.086 -4.771
S 0.117 0.401 -4.191
H 2.997 -1.227 -2.427
H 2.933 -2.960 -2.013
H 2.368 -1.715 -0.863
H 0.609 -3.288 -0.897
H 0.456 -4.062 -2.465
H -1.727 -3.839 -1.929
H -1.478 -2.396 -2.920
H -1.478 -3.632 0.494
H -2.072 -2.103 1.168
H -0.373 -2.260 0.730
H -3.494 -3.917 -0.447
H -5.937 -3.794 -0.583
H -7.015 -1.654 -1.257
H -5.603 0.307 -1.797
H 2.058 -4.096 -3.846
H 2.325 -4.339 -6.266
H 1.553 -2.516 -7.774
H 0.591 -0.451 -6.797
C 3.495 -1.987 5.242
C 2.824 -1.689 3.932
C 2.620 -2.676 2.974
C 1.993 -2.353 1.783
N 1.571 -1.129 1.472
C 1.780 -0.179 2.385
C 2.378 -0.409 3.611
H 3.816 -3.026 5.284
H 2.813 -1.800 6.073
H 4.367 -1.346 5.378
H 2.950 -3.691 3.160
H 1.828 -3.123 1.034
H 1.460 0.819 2.106
H 2.506 0.411 4.308
C -0.251 2.180 5.267
C -1.733 2.548 5.308
C -1.955 4.014 4.935
C -2.570 1.607 4.418
N -2.078 1.458 3.063
C -1.406 0.434 2.524
N -1.092 0.754 1.297
N -1.562 1.995 1.092
N -2.147 2.434 2.136
H 0.298 2.785 5.990
H 0.185 2.368 4.283
H -0.105 1.126 5.526
H -2.103 2.389 6.326
H -1.672 4.194 3.900
H -1.358 4.663 5.578
H -3.007 4.286 5.052
H -3.594 1.980 4.362
H -2.586 0.611 4.860
H -1.192 -0.497 3.019
S -0.432 3.781 -1.442
C 0.800 4.073 -2.526
N 1.800 4.968 -2.316
C 2.890 4.754 -3.259
C 2.207 3.926 -4.361
N 0.939 3.568 -3.753
H 2.000 5.222 -1.365
H 3.705 4.192 -2.797
H 3.271 5.707 -3.631
H 2.779 3.034 -4.618
H 2.039 4.511 -5.269
H 0.451 2.733 -4.047
Te 2.478 1.536 -0.971
N 1.099 3.357 2.019
H 1.966 3.087 1.557
H 1.181 4.340 2.257
H 0.397 3.303 1.285

Relative energy (zero: lowest compared OMol25 entry of this formula, charge and spin) in eV: 1.404
Max |F| in eV/Å: 1.42
Charge: -1

Atomic partial charges in e from the Mulliken method, atoms 1 to 5:
1 Y 0.546
2 C -1.052
3 N 1.678
4 C -0.582
5 C -1.124



No. 3
ORCA calculation (ωB97M-V with the def2-TZVPD basis set) on a molecular structure, C30H44N2O6Rb.

Geometry (Å):
Rb -5.535 -16.608 13.189
C -6.824 -18.368 20.166
C -5.546 -17.587 19.725
C -4.596 -17.546 20.963
C -3.162 -17.310 20.561
C -2.697 -18.400 19.625
C -3.487 -18.311 18.237
N -4.917 -18.376 18.534
O -5.744 -18.603 17.405
C -2.997 -19.465 17.264
C -3.018 -17.006 17.630
C -5.783 -16.101 19.394
H -6.583 -19.318 20.642
H -7.684 -18.432 19.500
H -7.351 -17.674 20.821
H -4.864 -18.249 21.752
H -4.850 -16.690 21.588
H -2.565 -17.265 21.472
H -3.039 -16.318 20.124
H -2.883 -19.415 19.978
H -1.635 -18.253 19.429
H -3.302 -19.477 16.218
H -3.387 -20.417 17.623
H -1.913 -19.468 17.156
H -3.264 -16.958 16.569
H -1.939 -16.868 17.567
H -3.508 -16.087 17.952
H -5.921 -15.865 18.339
H -4.990 -15.432 19.729
H -6.589 -15.679 19.995
C -6.030 -12.266 13.935
C -4.665 -11.704 13.648
C -3.989 -11.369 15.034
C -2.494 -11.004 15.152
C -1.808 -12.179 14.477
C -2.258 -12.572 13.002
N -3.733 -12.639 12.899
O -4.177 -13.027 11.549
C -1.624 -13.978 12.684
C -1.686 -11.535 12.017
C -4.832 -10.279 12.915
H -6.546 -12.544 13.015
H -6.577 -11.583 14.584
H -5.797 -13.192 14.461
H -4.030 -12.193 15.747
H -4.700 -10.637 15.415
H -2.186 -10.660 16.139
H -2.109 -10.155 14.588
H -1.798 -13.130 15.010
H -0.732 -12.016 14.429
H -0.567 -14.134 12.900
H -1.855 -14.319 11.675
H -2.159 -14.818 13.127
H -0.740 -11.065 12.285
H -2.346 -10.692 11.812
H -1.702 -11.973 11.019
H -5.735 -9.758 13.235
H -5.054 -10.297 11.848
H -4.013 -9.565 13.000
C -2.882 -21.679 8.426
C -2.346 -20.476 7.898
C -2.192 -19.235 8.737
O -1.808 -18.085 8.302
C -2.655 -19.138 9.994
C -3.429 -20.235 10.591
C -3.534 -21.652 9.742
O -4.261 -22.485 10.257
O -4.010 -20.177 11.709
O -1.998 -20.530 6.676
H -2.959 -22.542 7.782
H -2.528 -18.214 10.538
C -12.608 -15.054 16.599
C -11.214 -15.310 16.449
C -10.614 -15.184 15.169
C -11.433 -14.957 14.050
C -12.800 -14.660 14.149
C -13.370 -14.753 15.415
H -12.974 -15.030 17.616
H -10.626 -15.651 17.289
H -9.540 -15.256 15.078
H -10.787 -15.018 13.187
H -13.378 -14.437 13.265
H -14.410 -14.710 15.704

Max |F| in eV/Å: 5.80
Charge: -3

Atomic partial charges in e from the Mulliken method, atoms 1 to 5:
1 Rb 0.845
2 C -1.770
3 C 1.785
4 C -1.414
5 C -0.580



No. 4
ORCA calculation (ωB97M-V with the def2-TZVPD basis set) on a molecular structure, C30H44N4P2SiV.

Geometry (Å):
V -0.366 0.860 -1.380
C -2.029 1.722 -7.044
C -2.152 0.412 -6.803
C -1.286 -0.637 -7.436
C 0.233 -0.348 -7.518
C 0.851 0.415 -6.380
C 0.802 1.750 -6.246
C 0.359 2.622 -7.397
C -1.029 2.299 -8.005
C 0.585 1.090 0.738
H -2.759 2.443 -6.660
H -3.052 0.034 -6.306
H -1.643 -0.837 -8.465
H -1.436 -1.583 -6.896
H 0.745 -1.317 -7.559
H 0.443 0.121 -8.489
H 1.545 -0.171 -5.762
H 1.258 2.268 -5.400
H 1.085 2.552 -8.228
H 0.363 3.679 -7.097
H -1.452 3.229 -8.410
H -0.881 1.644 -8.876
H 0.698 1.976 1.406
H 0.712 1.613 -0.254
H 1.522 0.528 0.936
P 1.461 -0.267 -2.101
P -1.366 -1.139 -1.657
N 2.673 0.785 -2.830
N 2.562 -1.496 -1.394
N -2.141 0.383 -2.495
N -2.910 -2.004 -1.562
C 0.788 -1.233 -3.498
C -0.550 -1.907 -3.137
C 2.891 2.115 -2.464
C 3.994 2.591 -3.153
C 4.438 1.541 -4.019
C 3.592 0.462 -3.815
C 3.520 -1.209 -0.411
C 4.308 -2.343 -0.227
C 3.804 -3.362 -1.101
C 2.714 -2.826 -1.766
C -2.155 1.735 -1.908
C -2.724 2.569 -2.884
C -3.055 1.783 -4.000
C -2.648 0.468 -3.746
C -4.035 -2.030 -2.389
C -4.983 -2.883 -1.832
C -4.431 -3.403 -0.623
C -3.167 -2.859 -0.478
H 1.518 -1.958 -3.877
H 0.622 -0.491 -4.290
H -1.258 -1.806 -3.977
H -0.449 -2.990 -2.934
H 2.241 2.601 -1.748
H 4.437 3.575 -3.047
H 5.280 1.584 -4.704
H 3.568 -0.508 -4.290
H 3.546 -0.237 0.068
H 5.133 -2.444 0.462
H 4.184 -4.361 -1.213
H 2.037 -3.277 -2.473
H -2.017 1.843 -0.799
H -2.911 3.629 -2.757
H -3.576 2.105 -4.887
H -2.693 -0.398 -4.394
H -4.068 -1.443 -3.290
H -5.951 -3.126 -2.235
H -4.898 -4.101 0.059
H -2.423 -2.997 0.298
C -0.827 0.966 3.087
Si -0.989 0.203 1.352
C -0.567 -1.601 1.677
C -2.897 0.178 1.288
H 0.177 0.726 3.454
H -1.598 0.531 3.733
H -0.944 2.056 3.027
H -1.260 -1.903 2.474
H -0.649 -2.274 0.814
H 0.462 -1.616 2.064
H -3.201 0.168 2.348
H -3.357 1.054 0.818
H -3.299 -0.728 0.819

Relative energy (zero: lowest compared OMol25 entry of this formula, charge and spin) in eV: 0.000
<S²>: 0.78
Max |F| in eV/Å: 5.55
2S+1: 2
Charge: +2

Atomic partial charges in e from the Mulliken method, atoms 1 to 5:
1 V -1.010
2 C -0.472
3 C -0.461
4 C -1.106
5 C -1.286



No. 5
ORCA calculation (ωB97M-V with the def2-TZVPD basis set) on 7 unconnected molecules or ions with the total composition C30H44O18P.

Geometry (Å):
P 5.706 0.554 -3.805
C 4.006 0.905 -4.228
C 3.387 0.110 -5.188
C 2.080 0.409 -5.529
C 1.432 1.478 -4.926
C 2.071 2.238 -3.965
C 3.383 1.976 -3.601
H 6.016 0.912 -2.490
H 6.031 -0.797 -3.944
H 6.542 1.285 -4.658
H 3.910 -0.706 -5.666
H 1.589 -0.208 -6.267
H 0.417 1.702 -5.219
H 1.574 3.060 -3.468
H 3.864 2.599 -2.863
C 3.712 3.497 2.917
C 3.226 2.718 1.725
C 4.017 2.946 0.462
O 3.029 2.696 -0.555
C 1.812 3.003 -0.016
O 0.820 3.113 -0.661
O 1.907 3.160 1.315
H 4.715 3.185 3.204
H 3.721 4.568 2.704
H 3.047 3.346 3.766
H 3.167 1.660 1.969
H 4.860 2.264 0.362
H 4.368 3.976 0.356
C 1.087 -3.062 2.608
C 2.291 -2.520 3.333
C 1.979 -1.883 4.664
O 3.044 -0.918 4.786
C 3.410 -0.573 3.541
O 4.111 0.359 3.273
O 2.879 -1.406 2.623
H 0.634 -3.877 3.172
H 0.346 -2.279 2.458
H 1.366 -3.434 1.621
H 3.060 -3.292 3.435
H 2.000 -2.587 5.492
H 1.026 -1.350 4.671
C 0.760 4.977 -6.634
C -0.482 5.724 -7.050
C -1.617 5.684 -6.052
O -2.763 5.816 -6.896
C -2.435 5.305 -8.112
O -3.207 5.063 -8.976
O -1.091 5.105 -8.193
H 1.208 5.428 -5.748
H 0.527 3.932 -6.422
H 1.495 4.982 -7.438
H -0.233 6.755 -7.318
H -1.580 6.492 -5.324
H -1.682 4.727 -5.526
C 0.489 5.069 6.684
C 0.864 3.614 6.811
C 0.355 2.729 5.698
O 0.237 1.459 6.352
C 0.007 1.707 7.670
O -0.347 0.893 8.455
O 0.235 3.014 7.955
H 0.946 5.509 5.797
H -0.594 5.184 6.618
H 0.818 5.627 7.560
H 1.946 3.511 6.932
H 1.040 2.665 4.856
H -0.632 3.023 5.335
C -4.721 -4.861 2.170
C -3.503 -4.333 2.886
C -3.784 -3.678 4.217
O -2.704 -2.736 4.323
C -2.340 -2.403 3.066
O -1.621 -1.489 2.798
O -2.896 -3.237 2.163
H -5.183 -5.664 2.743
H -5.454 -4.070 2.015
H -4.457 -5.242 1.191
H -2.750 -5.121 2.988
H -3.769 -4.373 5.052
H -4.725 -3.125 4.224
C -3.836 -7.262 -3.574
C -4.904 -7.515 -2.540
C -6.320 -7.320 -3.028
O -7.004 -6.950 -1.824
C -6.100 -6.354 -1.012
O -6.371 -5.745 -0.029
O -4.839 -6.545 -1.477
H -3.911 -7.982 -4.389
H -3.926 -6.254 -3.982
H -2.845 -7.341 -3.128
H -4.775 -8.506 -2.097
H -6.757 -8.218 -3.457
H -6.410 -6.498 -3.743

Max |F| in eV/Å: 1.05
Charge: +1

Atomic partial charges in e from the Mulliken method, atoms 1 to 5:
1 P 0.121
2 C 1.004
3 C -0.570
4 C -0.625
5 C -0.722



Quick rundown of DFT total energy, same order as above: -3054.8757; -3218.1959; -1754.1566; -3303.9767; -2865.0467 hartree